Density functional theory data (wB97M-V/def2-TZVPD) for a molecular structure, C44H50AsLiN3OSi.

```
101
Properties=species:S:1:pos:R:3
Li 2.408 -0.580 -0.485
C 6.317 -2.466 -2.254
Si 5.227 -2.328 -0.705
C 3.975 -3.720 -0.911
C 6.307 -2.783 0.785
N 4.389 -0.863 -0.483
C 5.022 0.312 -0.201
C 6.420 0.531 -0.274
C 7.019 1.727 0.085
C 6.253 2.784 0.550
C 4.870 2.626 0.615
C 4.275 1.446 0.218
O 2.873 1.239 0.270
C 2.077 2.335 0.563
C 1.994 3.415 -0.303
C 1.195 4.498 0.028
C 0.471 4.499 1.215
C 0.545 3.405 2.066
C 1.348 2.321 1.739
H 6.880 -3.406 -2.247
H 7.033 -1.645 -2.353
H 5.685 -2.458 -3.148
H 4.467 -4.618 -1.300
H 3.190 -3.433 -1.621
H 3.504 -3.986 0.041
H 6.858 -3.716 0.623
H 5.676 -2.909 1.671
H 7.031 -1.994 1.008
H 7.042 -0.285 -0.623
H 8.096 1.830 0.008
H 6.706 3.717 0.857
H 4.271 3.444 0.989
H 2.560 3.401 -1.226
H 1.132 5.342 -0.647
H -0.152 5.348 1.473
H -0.020 3.391 2.990
H 1.424 1.462 2.395
C -6.118 1.939 -3.546
C -5.073 1.490 -2.556
C -5.374 0.619 -1.526
C -4.420 0.211 -0.590
C -4.933 -0.705 0.495
C -3.102 0.684 -0.684
As -1.568 0.189 0.483
N 0.680 -1.273 -1.224
C 0.370 -1.080 -2.535
C -0.699 -1.682 -3.237
C -0.991 -1.316 -4.545
C -0.223 -0.385 -5.231
C 0.899 0.140 -4.588
C 1.195 -0.201 -3.286
C -2.377 0.195 2.283
C -3.384 1.099 2.680
C -3.788 2.310 1.866
C -3.998 0.937 3.918
C -3.606 -0.051 4.813
C -4.341 -0.266 6.111
C -2.492 -0.807 4.485
C -1.854 -0.674 3.255
C -0.555 -1.415 3.044
C -2.788 1.565 -1.743
C -1.411 2.160 -1.899
C -3.766 1.950 -2.649
H -7.118 1.653 -3.221
H -5.939 1.493 -4.528
H -6.090 3.023 -3.666
H -6.388 0.235 -1.432
H -5.383 -1.596 0.052
H -5.711 -0.203 1.078
H -4.158 -1.000 1.186
H -1.286 -2.462 -2.768
H -1.837 -1.780 -5.042
H -0.473 -0.097 -6.245
H 1.557 0.822 -5.118
H 2.085 0.204 -2.810
H -3.076 2.525 1.075
H -3.829 3.183 2.523
H -4.772 2.193 1.407
H -4.795 1.620 4.202
H -4.960 0.598 6.359
H -3.648 -0.442 6.936
H -4.998 -1.136 6.039
H -2.092 -1.516 5.207
H 0.102 -1.246 3.901
H -0.031 -1.076 2.151
H -0.705 -2.487 2.947
H -0.632 1.414 -1.773
H -1.249 2.933 -1.145
H -1.293 2.604 -2.889
H -3.499 2.628 -3.455
C -1.541 -3.979 1.035
C -2.198 -2.934 0.505
C -1.519 -1.829 -0.229
N -0.143 -2.200 -0.552
C 0.502 -3.186 0.113
C -0.117 -4.095 0.904
H -2.096 -4.752 1.555
H -3.271 -2.894 0.569
H -2.051 -1.609 -1.153
H 1.563 -3.226 -0.087
H 0.438 -4.896 1.369
```

The LUMO energy comes out at 2.4 eV. The relative energy (zero: lowest compared OMol25 entry of this formula, charge and spin) comes out at 51.9 kcal/mol. The calculation puts the HOMO energy at -3.66 eV. Its orbital gap is 6.09 eV. The charge is -1.

***

Density functional theory data (wB97M-V/def2-TZVPD) for a molecular structure, C44H50BIrN8O4S4 at a distorted geometry.

```
112
Properties=species:S:1:pos:R:3
Ir -0.782 -1.013 -0.249
C -4.560 -2.957 -0.300
C -3.763 -1.848 -0.567
N -2.497 -2.118 -0.244
N -2.463 -3.387 0.239
C -3.700 -3.899 0.219
B -1.232 -3.851 1.035
N -0.050 -3.849 0.060
C 0.773 -4.850 -0.265
C 1.581 -4.435 -1.304
C 1.176 -3.132 -1.561
N 0.186 -2.784 -0.735
N -0.963 -2.782 2.105
C -1.002 -2.840 3.442
C -0.762 -1.576 3.943
C -0.592 -0.775 2.818
N -0.728 -1.514 1.720
H -5.621 -3.038 -0.453
H -4.073 -0.894 -0.943
H -3.878 -4.892 0.597
H -1.395 -4.927 1.525
H 0.701 -5.796 0.244
H 2.340 -4.996 -1.819
H 1.553 -2.459 -2.308
H -1.191 -3.777 3.938
H -0.716 -1.274 4.974
H -0.401 0.277 2.735
O 2.983 -1.578 0.819
S 4.286 -1.461 1.543
C 4.520 0.311 1.879
C 3.225 1.045 2.214
C 3.094 2.389 1.489
C 2.568 2.316 0.062
S 0.792 2.017 -0.181
O 0.534 0.654 0.459
C 0.199 3.254 0.954
C 0.086 3.011 2.315
C -0.245 4.057 3.160
C -0.457 5.331 2.643
C -0.360 5.558 1.279
C -0.033 4.513 0.423
C 3.998 -2.014 3.221
C 4.966 -1.847 4.204
C 4.738 -2.362 5.469
C 3.560 -3.049 5.740
C 2.611 -3.225 4.745
C 2.829 -2.711 3.473
H 4.976 0.689 0.961
H 5.273 0.403 2.661
H 3.201 1.230 3.289
H 2.374 0.405 1.968
H 4.074 2.874 1.438
H 2.473 3.067 2.069
H 3.038 1.538 -0.521
H 2.732 3.265 -0.456
H 0.265 2.018 2.702
H -0.334 3.881 4.224
H -0.710 6.146 3.308
H -0.547 6.543 0.875
H 0.029 4.677 -0.647
H 5.895 -1.331 3.991
H 5.482 -2.233 6.244
H 3.389 -3.453 6.729
H 1.698 -3.766 4.956
H 2.109 -2.836 2.674
O -6.961 1.630 -0.614
S -5.704 2.108 -1.096
O -5.538 2.377 -2.494
N -4.491 1.076 -0.618
C -3.633 1.662 0.143
S -2.198 0.955 0.794
C -3.972 3.075 0.512
C -3.313 3.946 1.361
C -3.847 5.216 1.540
C -5.008 5.607 0.881
C -5.671 4.731 0.029
C -5.131 3.473 -0.129
H -2.414 3.631 1.874
H -3.355 5.913 2.206
H -5.404 6.602 1.037
H -6.579 5.020 -0.483
C 2.363 -0.339 -6.521
C 2.225 -0.401 -5.024
C 3.334 -0.510 -4.202
C 3.195 -0.609 -2.815
C 4.447 -0.865 -2.016
C 1.936 -0.536 -2.239
C 0.748 -0.438 -3.040
C 0.974 -0.390 -4.447
N -0.496 -0.556 -2.482
C -1.785 -0.543 -3.281
C -2.297 -1.993 -3.275
C -1.904 -0.082 -4.753
C -2.672 0.465 -2.555
H 3.407 -0.393 -6.825
H 1.944 0.589 -6.912
H 1.830 -1.165 -6.995
H 4.324 -0.565 -4.640
H 5.237 -1.242 -2.663
H 4.264 -1.601 -1.234
H 4.834 0.045 -1.557
H 1.852 -0.696 -1.173
H 0.157 -0.391 -5.126
H -1.728 -2.578 -4.000
H -3.346 -2.009 -3.575
H -2.204 -2.483 -2.311
H -1.569 -0.807 -5.489
H -1.456 0.894 -4.938
H -2.977 0.027 -4.919
H -2.573 0.390 -1.485
H -3.717 0.336 -2.835
H -2.381 1.481 -2.833
```

The LUMO energy (alpha / beta) comes out at -2.3 / -4.2 eV. The relative energy (zero: lowest compared OMol25 entry of this formula, charge and spin) comes out at 0.0 kcal/mol. The spin multiplicity is 2. The calculation puts the HOMO energy (alpha / beta) at -10.67 / -10.69 eV. Its orbital gap (alpha / beta) is 8.36 / 6.48 eV. The charge is +1.